1.
Computed, not measured: C40H43BClEuIN8OSSi as an isolated structure at a distorted geometry, with ωB97M-V/def2-TZVPD.

```
! RIJCOSX wB97M-V def2-TZVPD def2/J DEFGRID3
* xyz -1 7
Eu 0.017 0.327 0.458
C -3.303 0.200 1.663
C -2.820 -1.218 1.451
C -3.508 -2.410 1.693
C -2.595 -3.428 1.361
C -2.802 -4.889 1.443
N -1.444 -2.906 0.910
N -1.585 -1.468 1.011
B -0.124 -3.546 0.376
N 0.187 -3.107 -1.099
N 0.300 -1.738 -1.530
C 0.465 -1.788 -2.888
C 2.177 -0.596 -4.177
C 0.543 -3.136 -3.323
C 0.344 -3.910 -2.152
C 0.407 -5.374 -2.040
N 0.989 -3.059 1.341
N 1.530 -1.747 1.326
C 2.541 -1.694 2.192
C 3.351 -0.437 2.445
C 2.711 -2.977 2.755
C 1.718 -3.783 2.193
C 1.442 -5.216 2.450
H -4.398 0.186 1.787
H -3.027 0.868 0.816
H -2.899 0.625 2.634
H -4.527 -2.560 2.037
H -3.873 -5.103 1.712
H -2.191 -5.321 2.268
H -2.526 -5.387 0.477
H -0.262 -4.727 0.379
H 2.724 -0.508 -3.196
H 2.392 0.218 -4.876
H 2.458 -1.546 -4.628
H 0.640 -3.489 -4.341
H 0.933 -5.802 -2.902
H -0.621 -5.814 -1.945
H 0.977 -5.695 -1.124
H 2.615 0.390 2.615
H 3.989 -0.222 1.560
H 3.987 -0.579 3.340
H 3.419 -3.284 3.510
H 2.116 -5.592 3.226
H 1.513 -5.807 1.515
H 0.403 -5.364 2.847
Cl -3.920 1.122 -6.338
C -3.101 1.228 -4.812
C -3.716 1.957 -3.796
C -3.118 2.103 -2.543
I -4.266 3.085 -1.142
C -1.827 1.549 -2.310
O -1.289 1.501 -1.147
C -1.129 0.913 -3.393
N 0.177 0.557 -3.274
C 0.671 -0.657 -3.857
C -0.111 -1.008 -5.109
C -1.229 -0.354 -5.473
C -1.862 0.581 -4.569
H -4.722 2.339 -3.967
H 0.706 1.014 -2.525
H 0.297 -1.797 -5.721
H -1.716 -0.537 -6.447
S -1.504 4.405 3.534
C -1.577 5.082 1.900
C -2.041 6.319 1.525
C -1.835 6.724 0.183
C -1.280 5.831 -0.726
C -0.929 4.537 -0.372
C -1.027 4.141 0.965
N -0.605 2.949 1.534
C -0.801 2.979 2.840
C -0.379 1.884 3.684
C -0.230 2.083 5.089
C 0.057 1.041 5.938
C 0.161 -0.223 5.388
C 0.048 -0.419 3.999
C -0.146 0.611 3.132
H -2.507 6.973 2.263
H -2.159 7.720 -0.148
H -1.142 6.181 -1.737
H -0.499 3.865 -1.114
H -0.290 3.113 5.451
H 0.192 1.199 7.001
H 0.406 -1.076 6.034
H 0.120 -1.462 3.681
C 3.234 3.248 1.003
Si 2.715 2.311 -0.589
C 2.607 3.515 -2.093
C 4.172 1.108 -1.058
H 3.871 4.155 0.890
H 3.784 2.560 1.645
H 2.361 3.596 1.580
H 3.545 3.983 -2.417
H 1.845 4.291 -1.824
H 2.195 3.009 -2.967
H 4.301 0.982 -2.132
H 3.963 0.116 -0.585
H 5.146 1.488 -0.646
*
```

Output
- gap between HOMO and LUMO (spin up / spin down) (eV) = 5.48 / 6.24
- max |F| (eV/A) = 3.11
- <S²> = 12.212


2.
Computed, not measured: C40H43BrCaCl2N4O2Sb as an isolated structure at a distorted geometry, with ωB97M-V/def2-TZVPD.

```
! RIJCOSX wB97M-V def2-TZVPD def2/J DEFGRID3
* xyz -1 1
Ca -0.280 -0.464 -0.404
Cl -5.709 -3.909 2.687
C -4.163 -3.144 2.441
C -3.851 -2.662 1.181
C -2.632 -2.023 0.918
N -2.216 -1.602 -0.360
C -3.014 -1.663 -1.438
O -4.227 -1.884 -1.518
C -2.264 -1.449 -2.750
C -2.981 -1.052 -3.870
C -2.307 -0.838 -5.055
C -0.941 -1.082 -5.101
C -0.316 -1.519 -3.949
N -0.945 -1.683 -2.781
C -1.723 -1.840 1.996
C -2.053 -2.364 3.244
C -3.254 -3.010 3.476
Cl -3.588 -3.617 5.076
N -0.465 -1.210 1.769
C 0.062 -0.492 2.768
O -0.443 -0.130 3.840
C 1.505 -0.064 2.551
C 2.281 0.163 3.685
C 3.598 0.552 3.534
C 4.098 0.728 2.252
C 3.255 0.497 1.182
N 1.985 0.102 1.310
H -4.563 -2.770 0.381
H -4.046 -0.899 -3.766
H -2.833 -0.487 -5.936
H -0.366 -0.931 -6.007
H 0.746 -1.742 -3.954
H -1.355 -2.260 4.060
H 1.819 0.036 4.652
H 4.226 0.721 4.401
H 5.119 1.043 2.078
H 3.610 0.640 0.169
Br 2.398 -0.038 -2.104
C 1.677 1.290 -3.295
C 2.522 1.711 -4.279
C 2.061 2.656 -5.222
C 0.772 3.099 -5.158
C -0.116 2.634 -4.154
C -1.474 3.042 -4.151
C -2.332 2.533 -3.221
C -1.853 1.643 -2.227
C -0.536 1.240 -2.106
C 0.327 1.723 -3.147
H 3.528 1.317 -4.339
H 2.735 3.007 -5.995
H 0.398 3.808 -5.891
H -1.816 3.738 -4.911
H -3.382 2.810 -3.235
H -2.598 1.260 -1.524
C 0.048 3.261 4.866
C -1.464 3.159 4.622
C -2.022 1.992 5.445
C -2.140 4.455 5.059
Sb -1.626 2.560 2.487
C -3.815 2.383 2.182
C -4.055 2.277 0.675
C -4.184 1.035 2.810
C -4.669 3.497 2.775
C -0.864 4.372 1.411
C 0.640 4.099 1.350
C -1.109 5.744 2.021
C -1.420 4.349 -0.009
H 0.247 3.296 5.948
H 0.468 4.169 4.423
H 0.584 2.397 4.457
H -1.661 2.071 6.481
H -1.704 1.021 5.054
H -3.113 2.015 5.476
H -1.845 4.676 6.097
H -3.225 4.379 5.042
H -1.858 5.307 4.454
H -3.525 1.415 0.260
H -3.743 3.167 0.128
H -5.126 2.121 0.484
H -3.585 0.215 2.400
H -5.240 0.811 2.599
H -4.051 1.027 3.893
H -4.379 4.485 2.403
H -4.615 3.507 3.864
H -5.723 3.332 2.505
H 1.107 4.125 2.339
H 1.131 4.861 0.727
H 0.855 3.122 0.908
H -0.630 5.854 2.993
H -2.176 5.963 2.130
H -0.679 6.514 1.362
H -1.292 3.378 -0.491
H -0.888 5.091 -0.624
H -2.481 4.608 -0.035
*
```

Output
- gap between HOMO and LUMO (eV) = 6.91
- max |F| (eV/A) = 1.42


Here are the calculated energy above the lowest of the compared OMol25 structures with the same formula, charge and spin numbers, same order: 0.0 72.2 (kJ/mol).